Entry from the Open Molecules 2025 dataset: a molecular structure, C11H15Cl5O4PW (ωB97M-V/def2-TZVPD).

Summary:
Highest occupied orbital energy (alpha / beta)   -18.54 / -18.58 eV
Charge   +3
E_tot   -3437.387449 Eh
Expectation value of S²   2.180
Gap between HOMO and LUMO (alpha / beta)   5.865 / 6.978 eV
Spin multiplicity   3

```
37
Properties=species:S:1:pos:R:3:forces:R:3:mulliken_charge:R:1
W -0.009 -0.024 -0.058 -0.17 -0.05 -0.47 0.946
Cl 2.894 2.056 0.141 -0.01 -0.01 -0.03 -0.102
C 2.811 0.866 -1.071 0.03 -0.04 0.03 0.617
C 1.693 -0.003 -1.062 -0.08 0.30 0.00 -0.401
C 1.596 -0.986 -2.066 0.16 0.02 0.14 0.757
Cl 0.113 -1.920 -1.849 0.05 0.09 0.18 -0.076
C 2.506 -1.185 -3.053 0.00 -0.05 0.02 -0.408
Cl 2.322 -2.384 -4.229 0.00 -0.01 -0.01 -0.083
C 3.646 -0.304 -3.024 -0.02 0.04 0.00 0.818
Cl 4.818 -0.493 -4.186 0.02 -0.01 -0.02 0.006
C 3.788 0.721 -2.040 -0.02 -0.03 0.01 -0.125
Cl 5.135 1.742 -2.068 0.03 0.01 0.00 -0.067
C -3.164 4.462 -0.287 0.02 -0.03 -0.02 -0.618
O -2.106 3.403 -0.313 0.18 0.06 0.00 -0.154
P -2.339 1.885 -0.195 -0.16 0.22 0.10 0.088
O -1.095 1.420 0.989 0.04 -0.30 -0.11 -0.295
C -1.423 1.564 2.430 0.05 0.10 0.04 -0.664
O -1.115 1.280 -1.268 -0.04 -0.28 0.20 0.062
C -1.334 1.314 -2.734 -0.04 0.02 -0.02 -0.620
H -2.679 5.338 -0.700 0.00 0.00 -0.01 0.257
H -3.453 4.622 0.746 0.01 0.01 0.00 0.314
H -4.002 4.145 -0.900 -0.01 0.00 0.01 0.371
H -0.479 1.595 2.964 0.00 0.00 -0.01 0.269
H -2.044 0.730 2.744 -0.01 0.00 -0.02 0.325
H -1.940 2.512 2.556 0.00 0.00 0.00 0.377
H -0.349 1.303 -3.187 0.00 -0.01 0.00 0.280
H -1.838 2.248 -2.970 0.00 0.00 0.00 0.335
H -1.931 0.455 -3.028 0.00 0.00 0.01 0.333
C -0.224 -2.795 3.402 0.01 0.01 0.00 -1.266
C -0.248 -2.570 1.922 0.04 -0.05 0.01 -0.076
O 0.344 -1.188 1.613 -0.02 -0.10 -0.10 -0.278
H -0.638 -3.787 3.595 0.00 0.00 0.00 0.380
H -0.831 -2.068 3.941 -0.01 0.00 0.00 0.337
H 0.795 -2.796 3.794 0.00 0.00 0.00 0.435
H -1.253 -2.519 1.505 0.00 0.01 0.01 0.322
H 0.364 -3.275 1.364 0.00 0.00 -0.01 0.311
H 1.126 -1.056 2.176 -0.06 0.06 0.06 0.296
```
Positions in Å, forces in eV/Å.


Entry from the Open Molecules 2025 dataset: a molecular structure, C5H4NO4 at a distorted geometry (ωB97M-V/def2-TZVPD).

Summary:
Highest occupied orbital energy   -4.69 eV
Energy relative to the best compared isomer or geometry (same formula, charge and spin)   1.978 eV
Charge   -1
E_tot   -548.643720 Eh
Gap between HOMO and LUMO   8.312 eV
Spin multiplicity   1

```
14
Properties=species:S:1:pos:R:3:forces:R:3:mulliken_charge:R:1
C -0.062 -0.230 1.336 1.14 0.33 -1.47 -0.807
C 0.726 1.849 -0.003 -0.59 -1.29 -0.29 0.500
C 1.158 -2.290 -0.233 0.14 -0.65 0.11 0.630
C -0.245 0.572 0.166 1.63 1.59 -0.18 1.030
C -1.515 0.478 -0.645 2.07 -1.22 -0.06 -1.120
N 0.667 -0.633 0.408 -1.06 -0.26 -0.42 -0.166
O 0.111 2.877 -0.237 -1.04 1.65 -0.20 -0.719
O 1.054 -3.056 0.646 -0.35 -0.86 2.43 -0.521
O 1.934 1.617 0.040 0.38 -0.42 0.42 -0.696
O 1.398 -2.170 -1.360 0.47 1.01 -2.79 -0.469
H -0.057 -0.430 2.334 -0.57 -0.55 2.70 0.439
H -2.271 1.013 -0.116 -1.01 -0.33 0.46 0.273
H -1.540 -0.645 -0.785 -1.20 1.31 -0.23 0.344
H -1.358 1.048 -1.551 0.00 -0.30 -0.47 0.283
```
Positions in Å, forces in eV/Å.


Entry from the Open Molecules 2025 dataset: a gas-phase ion, C9H12ClNP (charge +1) at a distorted geometry (ωB97M-V/def2-TZVPD).

Summary:
Highest occupied orbital energy   -13.08 eV
Energy relative to the best compared isomer or geometry (same formula, charge and spin)   1.443 eV
Charge   +1
E_tot   -1206.121238 Eh
Gap between HOMO and LUMO   8.045 eV
Spin multiplicity   1

```
24
Properties=species:S:1:pos:R:3:forces:R:3:mulliken_charge:R:1
C -2.496 1.517 0.351 -1.01 -1.10 -0.07 -0.301
C -1.826 2.192 -0.687 0.60 -1.22 2.62 -0.859
C -1.912 0.471 1.103 -0.40 -0.45 1.17 -0.945
C -0.469 1.960 -0.776 -1.34 0.28 -0.98 -0.696
C -0.565 0.142 0.859 -0.03 2.77 -0.83 1.157
C 0.170 0.970 -0.036 -0.85 -0.01 0.44 1.047
C -0.027 -1.134 1.194 0.60 -2.50 -0.35 -0.772
C 0.039 -2.040 -0.081 -0.84 1.58 -2.16 -0.537
C 1.494 0.666 -0.382 0.47 -2.86 2.40 -0.861
N 0.970 -1.394 -1.055 0.24 1.20 0.65 -0.403
P 2.958 0.109 0.683 -1.81 -0.21 1.07 0.189
Cl 4.441 1.263 0.077 0.83 0.80 -0.76 -0.162
H -3.587 1.667 0.434 0.71 0.10 0.27 0.358
H -2.356 2.907 -1.244 -0.33 0.75 -0.82 0.459
H -2.495 -0.132 1.955 1.17 1.47 -2.28 0.240
H -0.003 2.479 -1.576 1.01 0.37 -0.36 0.409
H 0.949 -1.449 1.560 0.23 1.50 0.86 0.288
H -0.769 -1.508 1.827 -0.76 -1.48 1.29 0.417
H 0.509 -2.990 0.186 -0.93 -0.18 -0.16 0.365
H -0.980 -1.977 -0.643 1.69 -1.08 1.33 0.331
H 1.872 1.047 -1.241 0.84 1.32 -2.84 0.547
H 1.892 -1.784 -1.217 -0.32 -0.38 -0.01 0.313
H 0.510 -1.098 -1.896 0.09 -0.21 -0.44 0.291
H 2.506 0.988 1.720 0.12 -0.47 -0.04 0.126
```
Positions in Å, forces in eV/Å.


Entry from the Open Molecules 2025 dataset: a gas-phase ion, C3HN2O4S (charge -1) at a distorted geometry (ωB97M-V/def2-TZVPD).

Summary:
SMILES   [O-][N+]#C[C@]1(O)N=C([O-])OS1
Highest occupied orbital energy   -4.97 eV
Energy relative to the best compared isomer or geometry (same formula, charge and spin)   1.547 eV
Charge   -1
E_tot   -923.497076 Eh
Gap between HOMO and LUMO   8.347 eV
Spin multiplicity   1

```
11
Properties=species:S:1:pos:R:3:forces:R:3:mulliken_charge:R:1
O -3.711 0.076 1.222 0.58 -0.33 0.01 -0.707
N -2.516 0.208 0.978 0.18 1.21 -0.33 0.506
C -1.442 0.550 0.687 0.98 0.07 0.70 -0.094
C 0.013 0.372 0.301 1.75 -0.63 0.71 0.768
O 1.358 1.251 0.899 -0.72 1.63 -2.04 -0.609
N 0.136 0.257 -1.015 0.04 -0.33 -1.06 -0.718
C 0.973 -0.735 -1.406 0.32 0.62 -1.12 0.595
O 1.472 -0.966 -2.501 -0.64 0.38 0.69 -0.655
O 1.307 -1.609 -0.403 0.21 -0.84 1.19 -0.292
S 0.598 -1.290 1.082 -0.34 0.59 -0.90 -0.082
H 1.813 1.886 0.158 -2.37 -2.37 2.14 0.287
```
Positions in Å, forces in eV/Å.